Density functional theory data (ωB97M-V with the def2-TZVPD basis set) for 12 unconnected molecules or ions with the total composition C36H101N11O4 in a non-equilibrium geometry.

The geometry in ORCA input format:
```
! RIJCOSX wB97M-V def2-TZVPD def2/J DEFGRID3
* xyz 4 1
N 0.845 -3.289 -5.431
H 0.461 -2.706 -4.701
H 1.816 -3.016 -5.474
H 0.386 -3.132 -6.316
H 0.907 -4.287 -5.284
N 2.235 3.878 -2.501
H 1.358 3.405 -2.341
H 2.945 3.172 -2.367
H 2.388 4.681 -1.908
H 2.125 4.201 -3.452
N -1.315 -4.538 5.001
H -1.823 -5.412 5.025
H -0.376 -4.757 5.300
H -1.764 -3.994 5.723
H -1.319 -4.151 4.068
N 2.287 -6.291 1.770
H 2.100 -7.268 1.946
H 1.436 -5.940 1.355
H 3.144 -6.193 1.245
H 2.441 -5.813 2.646
N -0.835 2.448 -5.965
H -0.672 2.049 -6.878
H -0.765 1.594 -5.430
H -1.699 2.944 -5.797
H -0.033 3.029 -5.768
N 2.714 -1.554 3.789
H 1.927 -1.026 3.440
H 3.093 -1.229 4.667
H 3.314 -1.688 2.988
H 2.415 -2.486 4.040
C -0.646 -1.856 -1.458
C -0.674 -1.874 -0.088
C -0.690 -0.583 0.742
O -0.812 -0.599 2.017
C -0.541 0.636 0.201
C -0.702 0.772 -1.250
C -0.654 -0.561 -2.086
O -0.449 -0.426 -3.305
O -0.762 1.889 -1.894
O -0.638 -3.109 0.420
H -0.728 -2.780 -2.011
H -0.461 1.462 0.892
C 2.684 9.072 -0.038
C 2.444 7.738 -0.801
N 2.378 6.527 0.045
C 1.145 6.525 0.846
C -0.156 6.661 0.048
C 3.575 6.259 0.906
C 4.816 5.742 0.071
H 1.878 9.327 0.650
H 2.728 9.870 -0.779
H 3.647 9.084 0.472
H 1.706 7.840 -1.596
H 3.301 7.572 -1.453
H 0.972 7.248 1.642
H 1.060 5.603 1.421
H -1.087 6.555 0.605
H -0.183 5.880 -0.712
H -0.362 7.641 -0.380
H 3.806 7.179 1.443
H 3.328 5.459 1.604
H 4.879 6.110 -0.953
H 5.832 5.924 0.421
H 4.829 4.658 -0.047
C -2.484 -0.902 7.750
C -3.760 -1.308 7.105
N -4.292 -2.665 7.207
C -5.277 -2.816 6.168
C -6.513 -1.946 6.376
C -4.750 -2.930 8.573
C -5.217 -4.377 8.796
H -2.263 0.124 7.458
H -1.542 -1.436 7.623
H -2.623 -0.844 8.830
H -4.502 -0.630 7.525
H -3.579 -1.157 6.041
H -4.891 -2.675 5.159
H -5.723 -3.804 6.050
H -6.409 -0.900 6.086
H -7.236 -2.406 5.702
H -6.841 -2.174 7.390
H -5.512 -2.209 8.869
H -4.095 -2.513 9.338
H -5.996 -4.644 8.082
H -5.764 -4.488 9.732
H -4.408 -5.073 8.574
C 5.725 -0.860 6.759
C 4.604 0.071 7.216
N 4.131 0.967 6.238
C 3.018 1.736 6.879
C 2.233 2.573 5.827
C 5.195 2.004 5.888
C 5.588 1.754 4.451
H 5.909 -1.692 7.439
H 6.708 -0.389 6.777
H 5.579 -1.438 5.846
H 3.810 -0.574 7.592
H 4.807 0.593 8.152
H 2.325 1.123 7.455
H 3.378 2.354 7.701
H 1.441 1.984 5.364
H 1.774 3.428 6.322
H 2.821 2.859 4.954
H 6.055 1.839 6.538
H 4.950 3.055 6.047
H 6.108 0.808 4.302
H 6.222 2.548 4.056
H 4.733 1.462 3.841
C -3.600 5.855 -5.222
C -3.751 5.244 -6.659
N -4.269 3.892 -6.765
C -5.388 3.670 -5.819
C -5.289 2.208 -5.348
C -4.776 3.696 -8.100
C -3.789 3.919 -9.273
H -2.864 6.657 -5.273
H -3.201 5.106 -4.538
H -4.514 6.234 -4.765
H -4.305 5.886 -7.344
H -2.852 5.356 -7.266
H -5.283 4.213 -4.880
H -6.356 3.866 -6.280
H -4.408 2.076 -4.720
H -6.144 2.002 -4.703
H -5.462 1.541 -6.193
H -5.668 4.311 -8.218
H -5.136 2.667 -8.098
H -2.985 3.183 -9.277
H -3.283 4.884 -9.240
H -4.251 3.799 -10.253
C 2.400 -6.296 -8.090
C 2.452 -7.315 -6.941
N 1.426 -6.936 -5.931
C 0.058 -7.312 -6.258
C -0.940 -7.206 -5.099
C 1.906 -7.496 -4.680
C 2.027 -9.047 -4.658
H 2.770 -5.356 -7.680
H 1.462 -6.282 -8.645
H 3.024 -6.692 -8.891
H 2.213 -8.280 -7.388
H 3.476 -7.387 -6.576
H 0.090 -8.331 -6.643
H -0.241 -6.683 -7.096
H -0.861 -6.296 -4.505
H -0.791 -7.953 -4.319
H -1.982 -7.230 -5.420
H 2.934 -7.168 -4.527
H 1.441 -7.063 -3.794
H 2.326 -9.348 -3.654
H 1.033 -9.483 -4.754
H 2.717 -9.613 -5.284
*
```

Values from the calculation:
Energy above the lowest of the compared OMol25 structures with the same formula, charge and spin = 96.39 kcal per mole
E_LUMO = -10.3237 eV
DFT total energy = -2333.835385 Eh
Maximum force = 5.1 eV Å⁻¹
HOMO-LUMO gap = 3.285 eV

Results of the Mulliken charge analysis, in e, for atoms 1 through 6: -0.33 0.25 0.41 0.42 0.12 -0.31


Density functional theory data (ωB97M-V with the def2-TZVPD basis set) for 13 unconnected molecules or ions with the total composition C36H103N5O21 in a non-equilibrium geometry.

The geometry in ORCA input format:
```
! RIJCOSX wB97M-V def2-TZVPD def2/J DEFGRID3
* xyz 0 1
C 11.608 19.552 10.928
C 12.306 19.136 12.199
C 13.826 19.343 12.110
O 14.270 18.416 11.101
C 15.569 18.676 10.699
N 11.734 19.885 13.336
H 11.800 20.581 10.773
H 10.523 19.445 11.022
H 11.981 19.005 10.046
H 12.140 18.071 12.361
H 14.362 19.063 13.043
H 14.150 20.342 11.762
H 15.957 17.812 10.149
H 16.182 18.958 11.531
H 15.593 19.527 10.044
H 11.495 19.255 14.054
H 10.851 20.378 13.179
C 9.083 11.013 18.777
C 8.728 11.919 19.880
C 9.756 11.938 20.988
O 10.123 10.653 21.419
C 11.090 10.765 22.404
N 8.589 13.341 19.468
H 8.270 11.189 18.054
H 9.261 10.008 19.102
H 9.969 11.426 18.247
H 7.771 11.525 20.230
H 9.310 12.535 21.796
H 10.720 12.422 20.751
H 10.716 11.378 23.204
H 12.040 11.176 22.024
H 11.242 9.762 22.757
H 9.420 13.562 18.854
H 7.767 13.345 18.807
C 11.751 21.233 19.558
C 11.120 19.900 19.751
C 12.020 19.028 20.681
O 11.501 17.704 20.705
C 12.060 17.020 21.748
N 9.822 20.044 20.412
H 12.037 21.662 20.564
H 11.073 21.923 19.103
H 12.656 21.082 19.000
H 10.947 19.436 18.771
H 11.981 19.480 21.695
H 13.060 18.886 20.363
H 13.066 16.679 21.615
H 11.414 16.123 21.988
H 11.996 17.674 22.601
H 9.553 19.093 20.769
H 9.867 20.627 21.239
C 13.934 9.659 14.718
C 13.251 10.401 15.870
C 14.066 10.337 17.125
O 14.131 9.066 17.627
C 13.472 8.945 18.830
N 13.085 11.930 15.483
H 14.201 8.685 15.132
H 14.889 10.151 14.457
H 13.289 9.456 13.904
H 12.227 10.062 15.977
H 13.670 11.068 17.850
H 15.042 10.627 16.783
H 14.028 9.500 19.613
H 13.479 7.895 19.228
H 12.480 9.352 18.858
H 12.501 12.395 16.229
H 14.001 12.339 15.421
C 11.672 15.416 14.186
C 10.197 15.202 14.436
C 9.716 16.169 15.508
O 10.298 15.710 16.730
C 9.586 16.406 17.741
N 9.435 15.476 13.169
H 12.086 14.714 13.508
H 12.165 15.404 15.169
H 11.761 16.483 13.838
H 10.003 14.200 14.841
H 8.625 16.150 15.516
H 10.087 17.151 15.336
H 10.148 16.334 18.696
H 8.599 15.991 17.931
H 9.477 17.469 17.472
H 10.085 15.204 12.417
H 8.651 14.843 13.148
C 5.928 18.308 18.016
C 6.766 19.500 18.268
O 7.330 19.280 19.521
O 6.641 17.100 18.254
H 5.446 18.267 17.010
H 5.065 18.458 18.655
H 6.209 20.458 18.239
H 7.626 19.467 17.562
H 8.167 19.737 19.745
H 7.157 17.255 19.052
C 8.076 18.870 13.810
C 6.746 18.257 13.262
O 5.537 18.620 13.970
O 9.147 18.397 13.048
H 8.204 18.648 14.875
H 8.020 19.958 13.792
H 6.836 17.145 13.347
H 6.549 18.546 12.208
H 5.349 19.530 13.736
H 9.340 17.503 13.351
C 10.271 11.251 12.854
C 9.734 10.445 11.723
O 9.969 9.037 11.782
O 11.697 11.282 12.774
H 9.884 10.950 13.830
H 9.916 12.282 12.803
H 10.019 10.787 10.757
H 8.623 10.452 11.700
H 10.888 8.756 11.883
H 12.112 11.522 13.616
C 6.320 13.487 15.132
C 6.081 14.779 15.896
O 6.526 14.590 17.192
O 7.745 13.215 14.981
H 5.940 13.510 14.140
H 5.830 12.728 15.728
H 4.988 14.996 15.870
H 6.498 15.699 15.413
H 6.242 15.352 17.689
H 8.029 12.764 15.802
C 13.516 18.751 16.602
C 14.355 17.575 16.067
O 14.292 16.446 16.927
O 12.158 18.361 16.880
H 13.442 19.428 15.796
H 13.999 19.215 17.476
H 15.352 17.921 15.924
H 13.963 17.288 15.105
H 14.893 16.598 17.656
H 12.176 17.489 17.224
C 12.907 13.505 20.039
C 12.841 14.115 18.710
O 11.611 13.766 18.028
O 14.124 13.901 20.646
H 12.854 12.416 19.971
H 12.095 13.815 20.644
H 13.755 13.801 18.118
H 12.919 15.179 18.813
H 11.408 14.455 17.369
H 14.213 13.623 21.542
C 12.084 13.735 10.380
C 13.595 13.790 10.637
O 14.145 15.027 10.249
O 11.308 14.692 11.053
H 11.716 12.782 10.712
H 11.990 13.896 9.314
H 14.088 13.036 9.997
H 13.663 13.587 11.751
H 13.778 15.728 10.778
H 11.459 15.542 10.654
C 8.535 17.362 22.867
C 8.357 16.450 21.650
O 8.459 15.066 22.128
O 8.315 18.754 22.548
H 9.517 17.155 23.273
H 7.819 16.854 23.606
H 9.096 16.759 20.903
H 7.354 16.629 21.277
H 8.520 14.525 21.356
H 7.381 18.894 22.357
*
```

Values from the calculation:
Energy above the lowest of the compared OMol25 structures with the same formula, charge and spin = 22.60 kcal per mole
E_LUMO = 0.3324 eV
DFT total energy = -3286.994913 Eh
Maximum force = 3.3 eV Å⁻¹
HOMO-LUMO gap = 9.332 eV

Results of the Mulliken charge analysis, in e, for atoms 1 through 6: -1.90 2.06 -0.70 -0.19 -0.94 -0.59


Density functional theory data (ωB97M-V with the def2-TZVPD basis set) for 16 unconnected molecules or ions with the total composition C36H104O16 in a non-equilibrium geometry.

The geometry in ORCA input format:
```
! RIJCOSX wB97M-V def2-TZVPD def2/J DEFGRID3
* xyz 0 1
C 3.289 -28.542 15.284
C 3.082 -27.394 16.196
O 1.828 -27.470 16.867
H 3.288 -29.447 15.892
H 4.307 -28.522 14.895
H 2.593 -28.648 14.451
H 3.278 -26.440 15.706
H 3.783 -27.434 17.029
H 1.905 -26.739 17.484
C 0.139 -21.482 17.208
C 0.089 -21.537 18.751
O 0.737 -22.710 19.243
H 1.181 -21.535 16.893
H -0.366 -20.656 16.707
H -0.318 -22.357 16.746
H -0.969 -21.611 19.002
H 0.418 -20.620 19.240
H 0.360 -22.854 20.114
C 6.703 -24.593 9.622
C 6.011 -23.995 10.832
O 6.991 -23.215 11.455
H 6.876 -23.801 8.894
H 6.077 -25.289 9.064
H 7.640 -25.080 9.892
H 5.716 -24.867 11.416
H 5.143 -23.353 10.680
H 7.167 -22.485 10.856
O 9.892 -25.635 14.532
H 9.335 -25.167 13.909
H 9.811 -25.138 15.346
O 10.016 -28.846 18.526
H 9.686 -27.958 18.659
H 9.851 -29.290 19.358
O 14.758 -26.786 15.929
H 14.902 -26.267 16.720
H 15.549 -26.651 15.406
C 9.878 -21.222 18.045
C 9.194 -22.065 19.132
C 7.672 -22.202 18.959
O 9.727 -23.358 18.955
H 9.365 -20.262 18.110
H 9.823 -21.512 16.996
H 10.951 -21.156 18.222
H 9.348 -21.672 20.137
H 7.404 -22.897 18.163
H 7.174 -21.274 18.678
H 7.229 -22.559 19.888
H 10.664 -23.323 19.160
C 16.171 -21.539 10.186
C 16.767 -21.198 11.531
C 15.795 -21.609 12.599
O 18.023 -21.922 11.538
H 15.131 -21.213 10.168
H 16.146 -22.592 9.905
H 16.709 -20.940 9.451
H 16.931 -20.122 11.590
H 15.374 -22.600 12.432
H 14.980 -20.890 12.686
H 16.317 -21.681 13.552
H 18.513 -21.692 10.746
C 11.234 -18.464 26.550
C 12.262 -19.537 26.966
C 12.408 -20.599 25.898
O 13.516 -18.835 27.231
H 11.647 -17.866 25.738
H 11.049 -17.753 27.356
H 10.255 -18.811 26.220
H 12.018 -19.971 27.936
H 13.010 -21.398 26.331
H 12.893 -20.196 25.009
H 11.447 -20.972 25.544
H 13.238 -18.289 27.971
C 7.248 -14.835 20.664
C 6.372 -13.586 20.700
C 7.024 -12.496 21.570
O 6.401 -13.078 19.379
H 7.550 -15.118 21.672
H 8.119 -14.844 20.009
H 6.582 -15.644 20.365
H 5.350 -13.789 21.020
H 6.881 -12.675 22.636
H 6.534 -11.560 21.302
H 8.102 -12.515 21.411
H 7.210 -12.586 19.218
C 5.103 -28.095 23.049
C 6.558 -27.866 22.864
C 7.204 -26.803 23.732
O 7.207 -29.105 23.041
H 4.894 -28.356 24.086
H 4.728 -28.948 22.483
H 4.512 -27.200 22.855
H 6.690 -27.523 21.838
H 8.284 -26.757 23.588
H 7.182 -27.013 24.801
H 6.790 -25.824 23.490
H 7.571 -29.056 23.928
C 11.042 -10.994 13.614
C 10.754 -12.102 14.622
C 11.935 -13.015 14.786
O 10.476 -11.631 15.899
H 11.702 -10.232 14.029
H 10.182 -10.389 13.327
H 11.516 -11.395 12.718
H 9.918 -12.749 14.354
H 12.646 -12.621 15.512
H 12.410 -13.173 13.818
H 11.586 -14.001 15.092
H 11.317 -11.263 16.181
C 15.450 -26.532 21.609
C 16.190 -25.205 21.402
C 17.585 -25.367 20.879
O 15.394 -24.511 20.420
H 16.029 -27.140 22.304
H 15.471 -27.147 20.710
H 14.434 -26.455 21.996
H 16.127 -24.663 22.346
H 18.324 -25.435 21.677
H 17.893 -24.409 20.459
H 17.685 -26.156 20.134
H 15.827 -23.659 20.323
C 2.400 -16.600 12.990
C 3.286 -16.406 14.255
C 4.685 -17.125 14.175
O 3.590 -15.013 14.288
H 1.516 -15.965 13.026
H 1.994 -17.606 12.886
H 2.886 -16.359 12.044
H 2.773 -16.741 15.156
H 4.524 -18.199 14.078
H 5.279 -17.027 15.084
H 5.331 -16.823 13.350
H 4.292 -14.851 14.924
C -0.157 -18.635 25.693
C 1.184 -18.650 26.361
C 2.517 -18.586 25.529
O 1.272 -17.422 27.067
H -0.248 -17.748 25.066
H -0.918 -18.552 26.469
H -0.357 -19.535 25.112
H 1.192 -19.455 27.095
H 2.629 -17.626 25.025
H 2.712 -19.385 24.813
H 3.362 -18.497 26.213
H 0.628 -17.372 27.777
C 15.124 -16.655 20.332
C 16.009 -16.989 19.135
C 17.223 -16.043 19.059
O 16.435 -18.306 19.253
H 15.588 -16.743 21.314
H 14.244 -17.298 20.327
H 14.688 -15.673 20.148
H 15.405 -16.885 18.234
H 17.945 -16.289 19.838
H 16.965 -14.991 19.183
H 17.805 -16.214 18.154
H 17.267 -18.402 18.785
*
```

Values from the calculation:
Energy above the lowest of the compared OMol25 structures with the same formula, charge and spin = 98.79 kcal per mole
E_LUMO = 0.1184 eV
DFT total energy = -2637.622820 Eh
Maximum force = 2.9 eV Å⁻¹
HOMO-LUMO gap = 10.061 eV

Results of the Mulliken charge analysis, in e, for atoms 1 through 6: -1.07 -0.15 -0.52 0.28 0.34 0.30